[1]
# C47H42AsN5O4PS2Ta

C47H42AsN5O4PS2Ta as an isolated structure (ωB97M-V/def2-TZVPD, OMol25).

XYZ file:
```
103
Properties=species:S:1:pos:R:3:forces:R:3:mulliken_charge:R:1
Ta 0.112315 0.154727 -0.474915 0.542 -0.766 -1.073 0.548
O 5.026287 0.284544 2.298569 0.030 -0.035 -0.025 -0.677
C 4.066967 0.384513 3.220351 -0.061 -0.049 -0.029 0.586
C 4.470174 0.422610 4.555606 0.095 0.017 0.131 -0.744
C 3.540115 0.520357 5.565531 -0.007 -0.014 -0.088 -0.459
C 2.168517 0.595896 5.278986 -0.007 0.020 0.139 -1.087
C 1.756835 0.555229 3.975338 -0.040 -0.009 -0.020 -0.746
C 2.687687 0.442617 2.919706 -0.272 0.000 0.155 -0.021
C 2.189670 0.343423 1.578547 0.225 -0.032 -0.237 2.028
O 0.876346 0.400559 1.352502 -0.294 -0.367 -0.585 -0.909
N 3.015704 0.213292 0.561939 0.074 -0.094 0.022 -1.373
N 2.339932 0.102279 -0.610211 -0.657 0.138 0.473 1.039
C 2.952302 -0.025539 -1.717728 0.266 -0.031 -0.249 -0.962
C 2.122641 -0.058614 -2.911145 0.005 -0.004 -0.139 1.028
C 2.646413 -0.197720 -4.180324 0.171 -0.039 -0.104 -1.055
C 1.779928 -0.249127 -5.262597 -0.062 0.006 -0.047 -0.503
C 0.415051 -0.165041 -5.038740 0.128 -0.004 -0.109 -0.894
C -0.038476 -0.002622 -3.742757 -0.217 0.024 0.066 -0.351
N 0.795439 0.060498 -2.704741 -0.197 0.297 1.020 0.420
H 4.619310 0.213277 1.415060 0.018 0.005 -0.019 0.515
H 5.531484 0.372735 4.766697 -0.065 -0.004 -0.014 0.516
H 3.876524 0.534317 6.594955 -0.015 0.034 -0.036 0.437
H 1.448030 0.689427 6.081418 0.043 -0.029 -0.050 0.472
H 0.702709 0.603406 3.732711 0.037 0.004 0.010 0.506
H 4.033638 -0.087756 -1.765750 0.024 0.029 0.016 0.559
H 3.718624 -0.267754 -4.314570 -0.048 -0.016 0.000 0.582
H 2.164993 -0.355914 -6.268079 0.007 -0.014 0.021 0.477
H -0.290813 -0.217891 -5.855455 -0.017 0.020 0.038 0.513
H -1.095312 0.078980 -3.523238 0.015 0.012 0.025 0.536
O -5.251191 -1.486558 1.144449 0.142 -0.083 0.097 -0.597
S -4.802923 -1.324965 -0.200365 -0.037 -0.014 0.059 1.102
O -4.752618 -2.440192 -1.089112 -0.011 0.094 -0.073 -0.637
N -3.246646 -0.629111 -0.191422 -0.108 0.180 -0.069 -0.111
C -3.315877 0.565426 -0.635414 -0.058 -0.479 0.059 0.643
S -1.878282 1.568475 -0.839706 0.367 -0.298 0.157 -0.374
C -4.646636 1.096745 -1.006078 0.035 0.133 -0.094 -0.118
C -5.005235 2.373756 -1.401329 -0.053 -0.030 -0.024 -0.514
C -6.348327 2.618461 -1.668556 0.048 0.078 -0.026 -0.749
C -7.298338 1.611388 -1.542122 -0.045 -0.023 -0.017 -0.586
C -6.937815 0.329974 -1.134484 0.015 -0.166 -0.007 -0.634
C -5.603406 0.102868 -0.880330 0.081 0.033 0.052 0.192
H -4.268445 3.162462 -1.485120 -0.011 -0.008 -0.033 0.469
H -6.656376 3.609622 -1.977075 -0.011 -0.054 0.019 0.437
H -8.338185 1.823622 -1.755317 0.042 0.019 0.004 0.415
H -7.673540 -0.457503 -1.021511 0.029 0.080 0.000 0.475
C 0.217956 3.818935 0.980298 -0.062 -0.172 0.028 -1.206
As 0.942672 2.883690 -0.561092 0.009 1.053 -0.135 0.945
C 2.789107 3.467141 -0.389863 -0.038 -0.349 -0.038 -1.352
C 0.326130 3.996928 -2.078649 0.000 -0.126 0.141 -0.953
C 0.281901 5.464828 -1.780655 0.054 0.053 -0.065 0.237
C 1.367285 6.282741 -2.083999 -0.013 -0.007 0.045 -0.320
C 1.309564 7.649059 -1.843023 0.059 0.009 0.005 -0.727
C 0.167297 8.210361 -1.291238 -0.007 -0.015 0.008 -0.492
C -0.917300 7.400322 -0.978521 -0.009 0.022 0.037 -0.752
C -0.859326 6.036889 -1.222864 -0.006 0.007 -0.027 -0.076
H 0.484246 4.868169 0.899549 0.045 0.096 -0.017 0.455
H 0.643071 3.402994 1.892964 0.019 -0.061 -0.024 0.372
H -0.864213 3.723281 1.009029 -0.027 -0.018 0.013 0.284
H 2.791274 4.552172 -0.350115 -0.020 0.106 -0.019 0.534
H 3.390044 3.128979 -1.230611 0.038 -0.007 -0.053 0.352
H 3.204093 3.067665 0.531971 0.055 -0.001 0.051 0.355
H -0.659766 3.626240 -2.348625 -0.057 -0.037 -0.046 0.564
H 1.004630 3.784754 -2.904247 0.050 -0.059 -0.044 0.585
H 2.255813 5.849678 -2.531465 -0.013 0.036 -0.022 0.427
H 2.155180 8.277341 -2.096474 -0.048 -0.036 0.012 0.398
H 0.117268 9.277026 -1.114822 0.006 -0.034 0.010 0.405
H -1.811252 7.835116 -0.547729 0.035 -0.024 -0.040 0.427
H -1.715332 5.409722 -0.995349 0.000 0.013 0.005 0.372
N -0.143256 -1.666372 -0.677038 -0.314 0.755 0.865 0.499
P -0.158897 -3.037346 0.217218 0.382 -0.345 0.570 1.486
C 1.396260 -3.102272 1.149254 -0.053 0.064 -0.035 0.766
C 2.570226 -3.198968 0.393860 -0.093 0.004 0.025 -0.880
C 3.794063 -3.311676 1.027430 0.093 0.033 -0.091 -0.785
C 3.856702 -3.347430 2.416191 0.007 0.037 0.097 -0.607
C 2.695201 -3.275883 3.169617 -0.016 0.041 0.014 -0.678
C 1.461113 -3.151164 2.540561 -0.048 0.029 -0.105 -0.185
C -1.507078 -3.076272 1.395581 0.018 0.196 -0.132 0.634
C -2.400823 -4.141560 1.454475 0.024 0.040 -0.057 -0.878
C -3.378059 -4.161142 2.441048 -0.032 -0.039 -0.006 -0.678
C -3.470999 -3.121154 3.350727 -0.030 0.026 -0.007 -0.843
C -2.596025 -2.041774 3.276782 0.014 0.025 0.004 -0.648
C -1.616643 -2.017048 2.302696 -0.053 -0.146 -0.015 -0.316
C -0.108336 -4.548323 -0.728745 -0.116 0.107 -0.239 0.082
C -0.178549 -4.542879 -2.117594 -0.094 0.116 0.089 -0.281
C -0.071666 -5.738867 -2.811259 0.005 -0.076 -0.097 -0.616
C 0.100648 -6.928934 -2.119891 -0.003 0.009 0.038 -0.549
C 0.177124 -6.933595 -0.729549 -0.014 -0.011 -0.042 -0.809
C 0.080363 -5.744380 -0.030089 0.048 0.029 -0.070 -0.610
H 2.505960 -3.225761 -0.690109 0.071 0.026 0.020 0.489
H 4.705854 -3.391380 0.446300 -0.071 -0.010 0.016 0.497
H 4.815707 -3.444648 2.910836 -0.042 -0.005 -0.031 0.445
H 2.741973 -3.327710 4.250821 0.003 0.021 -0.053 0.496
H 0.554946 -3.111939 3.131067 0.028 -0.007 0.016 0.522
H -2.343429 -4.945099 0.732581 -0.021 -0.010 0.025 0.507
H -4.073718 -4.989374 2.488644 0.024 0.048 -0.014 0.459
H -4.241514 -3.135355 4.111604 0.036 -0.011 -0.041 0.429
H -2.685989 -1.222472 3.978675 0.006 -0.021 -0.022 0.481
H -0.922980 -1.186142 2.256281 0.043 0.077 0.030 0.228
H -0.322984 -3.605313 -2.643815 -0.006 -0.049 -0.004 0.360
H -0.126449 -5.747712 -3.892642 -0.006 0.018 0.044 0.438
H 0.179628 -7.861177 -2.664780 -0.002 0.031 0.018 0.421
H 0.316208 -7.865015 -0.196296 0.004 0.030 -0.012 0.433
H 0.165913 -5.737106 1.050959 -0.010 -0.042 -0.022 0.459
```
Forces are in eV/Å.

Computed properties:
- Energy above the lowest of the compared OMol25 structures with the same formula, charge and spin: 0.590 eV
- DFT total energy: -158401.3223 eV
- Total charge: +2
- HOMO-LUMO gap: 6.41 eV

[2]
# C47H42BGeO4PReSi

C47H42BGeO4PReSi as an isolated structure (ωB97M-V/def2-TZVPD, OMol25).

XYZ file:
```
98
Properties=species:S:1:pos:R:3:forces:R:3:mulliken_charge:R:1
Re -0.126487 1.057245 1.701267 0.192 0.499 0.220 1.586
O -0.109973 0.566065 5.814347 -0.029 0.071 -0.122 -0.612
C -0.610916 0.347504 4.742484 -0.010 -0.394 0.675 0.008
O -0.383519 1.094228 3.685228 0.078 0.121 -0.653 -0.620
C -1.572539 -0.808702 4.578364 -0.029 0.072 -0.006 0.520
C -2.193070 -1.227742 5.752072 0.016 0.014 -0.026 -0.890
C -3.091778 -2.279010 5.747225 -0.006 -0.007 0.008 -0.652
C -3.368644 -2.942655 4.562489 -0.008 0.000 -0.010 -0.844
C -2.751570 -2.544218 3.389032 0.041 0.001 0.000 -0.450
C -1.857100 -1.470228 3.376791 0.035 0.074 -0.025 0.325
P -0.977037 -1.146716 1.812009 0.004 -0.331 0.060 0.726
C -2.173892 -1.688389 0.568916 -0.017 0.069 0.061 0.938
C -3.431961 -1.079096 0.590961 0.058 -0.029 -0.006 -0.424
C -4.446391 -1.553911 -0.219087 -0.005 -0.007 0.022 -1.168
C -4.204132 -2.626803 -1.071025 0.031 -0.007 0.031 -0.532
C -2.949715 -3.214485 -1.112047 -0.024 -0.003 -0.026 -0.763
C -1.931198 -2.754813 -0.285337 0.034 0.015 0.017 -0.181
C 0.446351 -2.264161 1.841655 -0.064 -0.022 -0.152 0.417
C 1.357704 -2.204109 0.782119 -0.073 -0.039 0.051 0.424
C 2.490770 -2.996865 0.799578 -0.004 -0.010 -0.023 -0.693
C 2.725269 -3.845344 1.875011 0.020 0.000 -0.030 -0.900
C 1.822021 -3.910913 2.922550 -0.029 0.010 0.040 -0.954
C 0.678069 -3.124496 2.910832 0.033 0.050 0.001 -1.034
H -1.947771 -0.708393 6.667342 0.005 0.007 0.008 0.537
H -3.571022 -2.582043 6.667868 -0.007 -0.010 0.013 0.429
H -4.060921 -3.773301 4.547959 -0.008 -0.010 -0.003 0.461
H -2.964478 -3.083397 2.476000 0.002 -0.002 -0.007 0.534
H -3.623218 -0.254658 1.267827 -0.019 0.028 0.021 0.564
H -5.423789 -1.091036 -0.187445 -0.001 0.000 0.000 0.464
H -4.996396 -3.004394 -1.701664 -0.038 -0.016 -0.034 0.443
H -2.759182 -4.044131 -1.779273 -0.006 -0.023 -0.011 0.457
H -0.961655 -3.234860 -0.305239 0.021 -0.008 0.012 0.566
H 1.178846 -1.541767 -0.056079 0.012 -0.005 -0.012 0.210
H 3.191734 -2.946390 -0.022674 0.012 0.011 -0.020 0.515
H 3.616649 -4.457002 1.894482 0.030 -0.010 -0.002 0.442
H 2.007642 -4.570498 3.758855 -0.003 -0.015 0.015 0.441
H -0.016828 -3.174199 3.737539 -0.006 -0.015 0.022 0.420
C -2.661989 3.214563 2.285903 0.088 0.004 -0.020 -1.270
Si -1.185480 3.170402 1.146593 -0.132 -0.003 -0.212 0.846
C -1.583834 3.934018 -0.489605 0.105 0.006 0.068 -0.934
C 0.407546 3.784181 1.976395 0.037 -0.168 -0.097 -1.333
H -3.028600 4.241052 2.357132 -0.019 0.051 -0.003 0.434
H -2.411001 2.866840 3.287403 -0.010 -0.012 0.009 0.311
H -3.479760 2.608232 1.894274 -0.026 -0.031 -0.019 0.337
H -1.988249 4.934047 -0.319258 -0.008 0.051 0.027 0.616
H -2.347563 3.356610 -1.010016 -0.051 -0.054 -0.012 0.194
H -0.717196 4.026486 -1.141923 0.025 -0.010 -0.043 0.227
H 0.185242 4.822660 2.243785 -0.096 0.014 0.058 0.544
H 1.284083 3.803470 1.332163 0.014 0.034 -0.020 0.258
H 0.663147 3.294388 2.922151 0.052 0.022 0.036 0.431
O 2.622475 0.811387 0.037098 0.060 0.086 0.018 0.421
B 1.949169 0.771614 1.251412 -0.261 0.004 -0.157 -0.077
O 2.802431 0.397123 2.277213 -0.017 -0.070 0.117 -0.791
C 4.018125 0.147202 1.673681 0.024 0.024 -0.057 0.336
C 5.191355 -0.285624 2.244375 0.002 -0.007 -0.003 -1.163
C 6.273960 -0.448702 1.381834 -0.022 0.000 0.001 -0.608
C 6.168970 -0.180051 0.020800 -0.020 -0.004 -0.005 -0.888
C 4.973561 0.262664 -0.543117 -0.021 0.008 0.007 -0.879
C 3.911202 0.409817 0.318855 0.083 -0.027 0.043 0.793
H 5.265479 -0.483211 3.303651 -0.003 -0.006 0.032 0.562
H 7.219291 -0.786247 1.782335 0.023 -0.006 0.009 0.429
H 7.034923 -0.311740 -0.612674 0.013 0.001 -0.013 0.456
H 4.883196 0.489731 -1.596582 0.019 0.006 -0.020 0.587
C -0.164812 1.060863 -0.076559 -0.351 -0.107 0.219 0.438
Ge -0.117779 0.918649 -2.060699 0.331 0.071 -0.076 1.494
C -1.870355 1.226398 -2.829016 0.100 0.038 0.023 -0.149
C -2.069471 2.311883 -3.679577 -0.076 -0.002 0.010 -0.144
C -3.314498 2.532343 -4.251648 -0.011 0.014 -0.020 -0.761
C -4.368581 1.670169 -3.982711 0.022 -0.002 -0.008 -0.733
C -4.175495 0.581702 -3.144145 -0.007 0.009 -0.011 -0.975
C -2.930789 0.362962 -2.574153 -0.005 -0.009 0.030 0.619
C 1.151046 2.255160 -2.692790 -0.089 -0.067 0.049 0.383
C 1.505244 2.226937 -4.041215 -0.006 0.001 -0.006 -0.265
C 2.405354 3.148957 -4.555307 -0.006 -0.009 -0.003 -0.765
C 2.964763 4.108391 -3.723810 0.002 0.007 -0.002 -0.668
C 2.626631 4.141670 -2.379074 0.000 0.012 0.027 -0.817
C 1.725712 3.218082 -1.869615 0.023 -0.029 -0.005 -0.679
C 0.603703 -0.834129 -2.528218 -0.007 0.139 -0.047 0.011
C -0.189850 -1.875505 -2.999526 -0.118 -0.006 0.060 -0.282
C 0.379494 -3.089938 -3.359205 -0.022 -0.013 -0.019 -0.759
C 1.751983 -3.267044 -3.273418 0.007 -0.018 -0.006 -0.721
C 2.557965 -2.221659 -2.843953 0.018 0.028 0.001 -0.706
C 1.987241 -1.012876 -2.475695 -0.062 -0.109 -0.060 0.303
H -1.254387 2.992055 -3.895094 0.013 0.018 -0.008 0.372
H -3.460466 3.377152 -4.910947 -0.013 0.020 -0.017 0.436
H -5.336925 1.842203 -4.432135 -0.024 0.013 -0.013 0.398
H -4.991340 -0.099148 -2.938310 -0.019 -0.007 0.001 0.440
H -2.787361 -0.489110 -1.924989 -0.001 -0.037 0.038 -0.171
H 1.081243 1.475930 -4.699097 -0.001 -0.011 -0.024 0.489
H 2.671690 3.117246 -5.603170 0.003 -0.001 -0.019 0.445
H 3.667361 4.826813 -4.123005 0.020 0.020 -0.010 0.414
H 3.069328 4.882423 -1.726343 0.014 0.017 0.007 0.452
H 1.487201 3.233007 -0.813199 0.015 0.011 0.011 0.371
H -1.262090 -1.744634 -3.098032 0.058 -0.005 0.002 0.506
H -0.248255 -3.892672 -3.724335 -0.006 -0.012 -0.010 0.449
H 2.195862 -4.209910 -3.563651 0.006 -0.019 -0.001 0.423
H 3.633017 -2.343161 -2.808274 0.028 -0.007 0.011 0.476
H 2.617252 -0.198401 -2.153940 0.068 0.066 0.025 0.123
```
Forces are in eV/Å.

Computed properties:
- Energy above the lowest of the compared OMol25 structures with the same formula, charge and spin: 0.060 eV
- DFT total energy: -134097.2122 eV
- Total charge: +1
- HOMO-LUMO gap: 7.62 eV

We obtain molar mass values of 1091.86, 999.54 g mol⁻¹ for the records listed above, in that order.